(1)
{
  "formula": "C4H8OS",
  "method": "wB97M-V/def2-TZVPD",
  "homo_lumo_gap_ev": 9.0847,
  "homo_ev": -8.40,
  "spin_multiplicity": 1,
  "relative_energy_kcal_mol": 113.97,
  "species": ["C", "C", "C", "C", "H", "H", "H", "H", "H", "H", "H", "H", "O", "S"],
  "coordinates": [[1.878, -0.306, -0.039], [-0.193, 0.448, 0.400], [-1.523, 1.142, -0.092], [-0.673, -1.019, -0.112], [1.629, -1.166, -1.099], [3.034, 0.288, -0.025], [1.684, -1.016, 1.087], [-0.162, 0.416, 1.408], [-1.279, 1.599, -1.165], [-1.961, 1.844, 0.646], [-0.470, -0.785, -1.121], [-0.427, -1.979, 0.438], [0.931, 0.784, -0.264], [-2.471, -0.250, -0.062]],
  "atomic_forces_ev_per_a": [[1.537, -1.152, -0.776], [-3.737, -2.196, -3.117], [2.956, 3.360, -0.841], [-2.018, 2.108, 1.848], [1.469, 2.572, 3.557], [-3.539, -2.366, -0.216], [0.644, 2.542, -3.523], [0.597, 0.385, 3.621], [-0.798, -0.673, 2.249], [0.671, 0.324, -0.900], [0.488, -1.520, -1.534], [-0.379, 1.283, -1.153], [2.692, -0.630, 0.713], [-0.585, -4.038, 0.072]]
}

=====

(2)
{
  "formula": "C4H8OS",
  "method": "wB97M-V/def2-TZVPD",
  "homo_lumo_gap_ev": 9.1843,
  "homo_ev": -8.26,
  "spin_multiplicity": 1,
  "relative_energy_kcal_mol": 45.88,
  "smiles": "C=CS.CC=O",
  "species": ["C", "C", "S", "H", "H", "H", "H", "C", "C", "O", "H", "H", "H", "H"],
  "coordinates": [[-1.251, -1.448, 0.424], [-1.542, -0.480, -0.417], [-2.306, 1.006, 0.075], [-0.864, -2.343, 0.055], [-1.559, -1.307, 1.490], [-1.239, -0.341, -1.414], [-2.574, 0.621, 1.377], [2.208, -0.348, 1.058], [1.899, 0.210, -0.307], [0.843, 0.472, -0.737], [2.199, -1.411, 1.014], [3.235, -0.085, 1.240], [1.632, -0.013, 1.992], [2.812, 0.289, -0.913]],
  "atomic_forces_ev_per_a": [[-1.253, 0.822, 1.173], [-0.449, 0.936, 1.198], [-0.528, 0.223, 1.120], [0.824, -1.385, -0.155], [0.430, -0.594, -1.022], [0.254, -0.676, -1.193], [0.156, 0.355, -0.980], [-0.287, 1.328, 1.641], [1.897, -0.878, 1.406], [-1.992, 1.088, -1.131], [-0.223, -1.047, -0.118], [0.600, 0.085, 0.258], [0.320, -0.352, -1.785], [0.249, 0.094, -0.412]]
}

=====

(3)
{
  "formula": "C4H8OS",
  "method": "wB97M-V/def2-TZVPD",
  "homo_lumo_gap_ev": 9.5837,
  "homo_ev": -9.15,
  "spin_multiplicity": 1,
  "relative_energy_kcal_mol": 126.62,
  "smiles": "C[C@@H](O)S.C#C",
  "species": ["C", "C", "O", "S", "H", "H", "H", "H", "H", "H", "C", "C", "H", "H"],
  "coordinates": [[-2.061, -0.507, -0.040], [-0.650, 0.220, 0.089], [-0.607, 1.576, 0.367], [0.175, -0.903, 1.239], [-2.382, -0.402, 0.993], [-1.863, -1.511, -0.331], [-2.540, 0.061, -0.788], [-0.047, 0.029, -0.902], [-1.532, 1.802, 0.850], [-1.366, -1.415, 1.591], [2.477, 0.019, 0.131], [2.520, 1.206, 0.246], [2.910, -0.893, -0.313], [1.777, 1.928, 0.738]],
  "atomic_forces_ev_per_a": [[2.432, 2.597, 0.075], [1.022, -2.692, -2.682], [-3.895, 0.743, 1.790], [-3.211, -1.129, 1.803], [-1.246, -0.018, -0.318], [-0.195, -0.650, -0.207], [-1.553, 0.420, -0.722], [-1.258, 0.756, 1.686], [3.293, -0.570, -1.486], [4.175, 0.432, 0.238], [2.655, -3.545, -2.196], [-3.289, 3.534, 2.350], [-0.913, 0.564, 0.826], [1.982, -0.441, -1.156]]
}

=====

(4)
{
  "formula": "C4H8OS",
  "method": "wB97M-V/def2-TZVPD",
  "homo_lumo_gap_ev": 9.4919,
  "homo_ev": -8.96,
  "spin_multiplicity": 1,
  "relative_energy_kcal_mol": 24.85,
  "smiles": "C=CC.OC=S",
  "species": ["C", "C", "C", "H", "H", "H", "H", "H", "H", "O", "C", "S", "H", "H"],
  "coordinates": [[-1.088, -1.036, 0.113], [-0.609, 0.139, 0.494], [-0.809, 1.420, -0.237], [-0.904, -1.938, 0.674], [-1.703, -1.142, -0.768], [-0.010, 0.211, 1.398], [-1.549, 1.312, -1.026], [0.138, 1.746, -0.672], [-1.128, 2.202, 0.449], [1.929, -1.551, -0.202], [2.905, -0.713, 0.046], [2.786, 0.901, 0.057], [1.072, -1.083, -0.335], [3.841, -1.223, 0.255]],
  "atomic_forces_ev_per_a": [[-0.117, -0.170, 0.045], [0.037, 0.223, 0.110], [-0.036, 0.059, -0.045], [0.035, -0.116, 0.158], [-0.077, 0.059, -0.194], [0.014, -0.119, 0.005], [-0.048, 0.035, -0.082], [-0.035, 0.022, -0.006], [-0.077, 0.084, 0.020], [-0.109, -0.548, -0.106], [-0.026, 0.441, 0.003], [0.230, 0.163, 0.028], [0.262, 0.020, 0.092], [-0.053, -0.151, -0.027]]
}